1.
{
  "formula": "C14H22BBrFO8SSi",
  "method": "wB97M-V/def2-TZVPD",
  "symbols": ["Br", "S", "Si", "F", "O", "O", "O", "O", "O", "O", "O", "O", "C", "C", "C", "C", "C", "C", "C", "C", "C", "C", "C", "C", "C", "C", "B", "H", "H", "H", "H", "H", "H", "H", "H", "H", "H", "H", "H", "H", "H", "H", "H", "H", "H", "H", "H", "H", "H"],
  "coordinates": [[0.245, 3.485, 1.522], [-2.722, 1.070, -0.079], [1.138, 0.286, 2.190], [0.768, 0.407, 0.515], [-2.458, -0.248, -8.412], [-2.108, 0.331, -4.055], [-2.540, -1.711, -5.293], [-4.341, -0.337, -4.427], [-1.906, -2.793, -7.159], [-5.170, 0.436, -2.486], [-2.429, 1.255, -2.029], [-2.992, 0.367, -6.316], [2.037, 3.138, 2.293], [-2.900, 0.672, 1.756], [2.773, -2.167, 1.675], [1.865, -1.388, 2.751], [-2.577, -0.504, -7.238], [-0.566, 0.443, 3.114], [2.270, 1.662, 2.883], [-4.244, 0.266, -3.242], [1.927, -3.441, 1.156], [-1.743, -0.312, 2.296], [3.268, 3.528, 1.291], [-2.297, -1.796, -6.603], [-2.856, 0.680, -3.014], [3.405, -1.265, 0.511], [-2.996, -0.338, -5.024], [-0.814, 1.518, 3.408], [2.153, 3.867, 3.185], [4.239, -1.905, 0.022], [3.671, -2.606, 2.264], [-2.797, -0.129, -0.769], [-1.342, -0.896, 1.383], [2.893, 3.860, 0.259], [2.170, -3.711, 0.076], [-2.235, -1.106, 2.977], [-2.982, 1.644, 2.353], [2.626, -1.102, -0.313], [2.240, -4.334, 1.827], [3.921, -0.308, 0.867], [-3.912, 0.127, 1.857], [2.112, 1.713, 4.028], [1.057, -2.121, 3.142], [0.794, -3.319, 1.354], [3.853, 4.409, 1.766], [2.543, -1.167, 3.663], [-0.445, -0.142, 4.105], [4.043, 2.671, 1.226], [3.361, 1.311, 2.742]],
  "charge": -1,
  "relative_energy_ev": 4.3123
}

=====

2.
{
  "formula": "C2H3NO2",
  "method": "wB97M-V/def2-TZVPD",
  "symbols": ["O", "O", "N", "C", "C", "H", "H", "H"],
  "coordinates": [[-0.464, -1.194, -0.001], [-2.283, 0.434, 0.031], [0.061, 0.764, -0.053], [0.760, -0.498, -0.013], [-1.141, 0.160, 0.002], [0.357, 1.721, 0.035], [1.368, -0.712, -0.899], [1.342, -0.674, 0.899]],
  "relative_energy_ev": 0.7899
}

=====

3.
{
  "formula": "C36H41HgN8O7",
  "method": "wB97M-V/def2-TZVPD",
  "symbols": ["Hg", "O", "O", "O", "O", "O", "O", "O", "N", "N", "N", "N", "N", "N", "N", "N", "C", "C", "C", "C", "C", "C", "C", "C", "C", "C", "C", "C", "C", "C", "C", "C", "C", "C", "C", "C", "C", "C", "C", "C", "C", "C", "C", "C", "C", "C", "C", "C", "C", "C", "C", "C", "H", "H", "H", "H", "H", "H", "H", "H", "H", "H", "H", "H", "H", "H", "H", "H", "H", "H", "H", "H", "H", "H", "H", "H", "H", "H", "H", "H", "H", "H", "H", "H", "H", "H", "H", "H", "H", "H", "H", "H", "H"],
  "coordinates": [[0.302, 0.260, 0.247], [0.287, 0.049, 2.630], [-1.142, 0.318, 7.141], [2.483, -1.623, 2.130], [0.508, 2.440, 1.297], [1.460, -1.506, -1.689], [2.475, 2.215, -1.633], [-1.847, 0.605, 0.418], [-0.352, -1.834, 0.322], [2.463, 1.293, -0.725], [-1.242, -2.188, 1.260], [2.487, -0.617, 1.162], [-1.300, 3.677, -2.821], [-2.627, 1.806, -3.623], [-0.755, 1.427, -2.135], [-0.354, 2.115, -4.419], [-4.241, 0.079, 3.058], [-0.463, 0.165, 4.807], [-2.090, 1.002, -2.511], [4.943, -0.711, 1.218], [-4.636, -1.812, 4.586], [-2.622, 3.203, -3.200], [2.564, -1.220, -2.499], [-0.018, 2.890, 4.856], [0.212, 2.223, 3.641], [-2.457, -0.017, 1.372], [-1.705, 1.684, -4.746], [-2.167, -1.380, 1.761], [1.381, -5.101, 0.396], [-3.957, -1.222, 3.500], [1.133, 4.339, 2.504], [2.371, -3.716, -1.284], [3.612, -0.171, 0.750], [0.585, 2.910, 2.430], [-4.364, -3.093, 4.992], [0.505, -2.857, 0.020], [-2.938, -1.966, 2.836], [-3.521, 0.644, 2.032], [-0.412, 3.500, -3.962], [2.332, -4.923, -0.592], [-0.803, 2.824, -1.729], [-3.377, -3.831, 4.328], [0.122, 1.305, -3.287], [-2.682, -3.266, 3.283], [0.018, 0.788, 3.608], [1.482, -2.698, -1.002], [4.914, 1.506, -0.661], [-0.427, 2.248, 5.994], [0.485, -4.098, 0.687], [-1.601, -1.009, 7.099], [3.602, 0.888, -0.226], [-0.676, 0.862, 5.957], [-2.996, 3.819, -4.031], [5.565, -0.969, 0.361], [5.507, 1.823, 0.197], [0.162, 0.257, -3.599], [1.554, -1.600, 2.423], [-1.670, 0.635, -5.063], [-1.466, 2.921, -0.867], [-3.296, 3.315, -2.345], [-2.058, -0.047, -2.822], [-0.259, -4.232, 1.455], [-0.671, -0.890, 4.713], [4.669, 2.378, -1.268], [-4.908, -3.539, 5.818], [1.348, -6.031, 0.949], [-2.362, -1.149, 6.326], [5.521, 0.817, -1.258], [0.201, 3.144, -1.446], [3.507, -1.332, -1.949], [-0.783, -1.717, 6.922], [2.455, -0.183, -2.800], [0.596, 3.815, -3.677], [5.469, 0.038, 1.810], [0.081, 3.968, 4.903], [-1.909, -3.825, 2.780], [-3.743, 1.653, 1.705], [-5.384, -1.226, 5.111], [1.118, 1.658, -3.001], [3.121, -3.597, -2.055], [-5.028, 0.643, 3.551], [2.065, 4.352, 1.942], [-2.747, 1.094, -1.645], [2.582, -1.861, -3.393], [-2.081, 2.292, -5.582], [-0.769, 4.129, -4.792], [4.775, -1.595, 1.828], [-0.604, 2.779, 6.918], [1.311, 4.691, 3.514], [-3.159, -4.844, 4.643], [3.041, -5.704, -0.833], [0.440, 5.006, 1.991], [-2.035, -1.203, 8.082]],
  "charge": -2,
  "relative_energy_ev": 0.3062,
  "s_squared": 0.80,
  "multiplicity": 2
}

=====

4.
{
  "formula": "CH3NO3S",
  "method": "wB97M-V/def2-TZVPD",
  "symbols": ["S", "O", "O", "O", "N", "C", "H", "H", "H"],
  "coordinates": [[-4.587, 0.018, 0.240], [-0.818, -1.007, -0.500], [-4.493, -0.145, 1.650], [-3.376, -0.081, -0.478], [0.089, 0.861, 0.412], [0.219, -0.220, -0.198], [-1.664, -0.672, -0.351], [1.248, -0.694, -0.350], [0.952, 1.381, 0.572]],
  "relative_energy_ev": 0.8188
}

=====

5.
{
  "formula": "C2H4N6",
  "method": "wB97M-V/def2-TZVPD",
  "symbols": ["N", "N", "N", "N", "N", "N", "C", "C", "H", "H", "H", "H"],
  "coordinates": [[2.476, -0.721, 0.249], [1.186, -1.162, 0.218], [-1.608, -1.124, -0.213], [1.271, 0.916, -0.281], [-1.692, 1.164, 0.304], [2.574, 0.499, -0.086], [-1.031, 0.049, 0.008], [0.459, -0.107, -0.037], [1.064, 1.882, -0.376], [-2.578, -1.273, -0.169], [-1.003, 1.877, 0.557], [-1.118, -2.000, -0.173]],
  "relative_energy_ev": 0.2022,
  "smiles": "[H]/N=C(/N)c1nnn[nH]1"
}

=====

6.
{
  "formula": "C30H27BNO6",
  "method": "wB97M-V/def2-TZVPD",
  "symbols": ["O", "O", "O", "O", "O", "O", "N", "C", "C", "C", "C", "C", "C", "C", "C", "C", "C", "C", "C", "C", "C", "C", "C", "C", "C", "C", "C", "C", "C", "C", "C", "C", "C", "C", "C", "C", "C", "B", "H", "H", "H", "H", "H", "H", "H", "H", "H", "H", "H", "H", "H", "H", "H", "H", "H", "H", "H", "H", "H", "H", "H", "H", "H", "H", "H"],
  "coordinates": [[1.950, -3.037, 0.843], [1.681, 3.485, 8.514], [-2.569, -0.031, 2.806], [-0.652, 2.703, 1.422], [0.026, 0.730, 2.279], [0.735, -1.737, 2.298], [-0.556, -0.713, 0.542], [2.777, 3.392, 9.468], [3.615, 2.490, 0.369], [3.860, 1.141, 0.642], [2.913, 3.251, 1.321], [1.854, 0.999, 5.159], [3.872, -0.609, 2.526], [-1.523, -0.853, 3.209], [2.319, 2.669, 2.447], [-2.019, -1.609, 4.264], [0.954, 2.091, 5.229], [2.600, 1.334, 2.753], [2.291, 0.470, 3.895], [2.326, 1.333, 7.547], [4.315, -2.784, 4.160], [0.863, -0.983, 0.095], [-1.445, -1.774, 0.023], [-0.540, 1.503, 1.305], [4.790, -1.566, 2.127], [1.282, -2.050, 1.061], [5.041, -2.644, 2.970], [-3.384, -1.269, 4.485], [-3.682, -0.310, 3.546], [3.495, 0.632, 1.881], [0.873, 2.876, 6.350], [-4.926, 0.359, 3.235], [2.470, 0.602, 6.377], [1.618, 2.561, 7.514], [-0.969, 0.669, 0.136], [3.135, -0.714, 3.754], [3.356, -1.838, 4.554], [-0.296, -0.705, 2.132], [-5.142, 1.103, 4.004], [-1.478, -2.369, 4.819], [5.780, -3.393, 2.699], [-4.072, -1.671, 5.238], [-0.436, 0.964, -0.787], [3.173, -0.228, 6.378], [0.364, 2.329, 4.354], [-4.926, 0.847, 2.261], [2.749, -1.981, 5.447], [1.505, -0.093, 0.221], [3.757, 3.396, 8.964], [5.321, -1.440, 1.185], [2.793, 4.324, 1.160], [1.641, 3.242, 3.070], [2.851, 1.020, 8.453], [-1.439, -2.642, 0.696], [3.965, 2.948, -0.560], [0.913, -1.283, -0.961], [2.676, 4.289, 10.086], [4.491, -3.645, 4.801], [-2.051, 0.724, -0.038], [2.690, 2.495, 10.103], [4.379, 0.492, -0.057], [0.297, 3.793, 6.336], [-1.119, -2.071, -0.985], [-5.727, -0.378, 3.254], [-2.465, -1.382, -0.036]],
  "charge": 1,
  "relative_energy_ev": 0.7122
}